No. 1
A cluster of 10 separate species, C18H56N13O12 in total at a distorted geometry. Source: the Open Molecules 2025 dataset; level of theory: the ωB97M-V functional and the def2-TZVPD basis.

## Properties
* DFT total energy: -2334.2043 hartree
* HOMO: -0.1721 Ha
* total charge: -1
* Kohn-Sham gap: 6.5 eV

The geometry in XYZ format:
```
99
Properties=species:S:1:pos:R:3:forces:R:3:lowdin_charge:R:1
N -6.1369 3.8996 0.4510 2.1 -0.9 2.9 0.163
O 0.3692 3.6270 3.6978 0.3 0.2 0.1 -0.057
O -1.5285 0.9819 -1.1587 1.1 -1.7 -1.6 -0.144
N 0.3284 -5.8354 1.6997 -4.4 0.4 1.0 0.134
H 0.3469 2.8364 -5.9681 0.3 -0.6 -0.4 0.113
H 6.8855 -2.5569 7.7589 0.0 0.0 0.5 0.132
H 6.2503 -4.5521 7.8728 -0.6 -1.2 0.3 0.068
C -4.3435 -3.8590 -5.9535 -1.5 2.1 -0.6 -0.241
H 0.1360 -4.8852 1.4163 0.2 -0.3 0.1 0.105
H 5.4979 -3.3133 5.9630 -0.2 -0.3 0.1 0.122
C 5.9833 7.0211 -0.5318 1.0 -0.6 -0.6 -0.096
H 9.1186 -2.2562 6.2564 -0.3 0.3 0.1 0.078
H -7.4419 4.5559 -2.2361 0.3 -0.2 0.1 0.114
H 5.5085 5.4983 -3.3967 -0.1 0.1 -0.1 0.125
N 3.1714 5.1298 -2.1787 0.2 0.6 0.0 0.041
C -4.3488 -2.4382 -6.6236 -0.1 -0.9 1.7 -0.441
H -1.2572 3.6413 -5.3929 -0.9 0.3 0.1 0.113
H -2.8426 3.7921 8.3256 -0.2 -0.1 0.0 0.100
H -0.4426 -0.5655 -2.0472 0.2 -0.5 -1.1 0.082
H -3.8939 -3.2654 -8.3728 0.3 0.1 -0.4 0.061
C -5.4416 -1.5665 -6.0404 -0.5 0.8 0.5 -0.084
C -7.0934 4.4149 -0.2724 -2.0 0.6 0.1 -0.780
H -3.4054 -2.0282 -6.2629 0.4 0.3 -0.2 0.131
C -1.0298 -0.0374 -0.5440 -2.7 4.6 2.2 -0.920
H -7.1303 -2.9222 0.2146 0.3 0.3 0.1 0.121
H 6.0863 8.0700 -0.2535 -1.0 0.3 -0.6 0.082
H 3.6436 2.6870 -2.1857 0.0 -0.4 0.0 0.078
O -7.2694 -3.7890 2.5356 -2.7 -1.3 0.8 0.044
N -6.8187 4.1793 -1.5362 0.0 0.0 -4.1 0.139
H -4.9743 -3.8592 3.3694 -0.6 0.3 -0.1 0.112
N -3.8004 3.8209 8.0064 1.5 3.7 3.8 0.139
N -4.4485 -2.4765 -8.0724 -0.1 -0.1 0.6 0.046
O -0.4526 -1.0321 -1.2083 0.7 -0.7 -1.3 0.055
C 5.6280 5.4416 -2.3148 -1.4 -0.3 0.0 -0.207
H 0.1743 2.8352 3.1965 -0.1 -0.3 -0.3 0.036
O -1.0979 -0.0610 0.6790 0.7 -1.7 1.8 -0.069
H 6.5975 4.9675 -2.1614 0.2 0.0 0.5 0.121
H 2.4327 4.7389 -1.6115 -0.2 -0.5 0.0 0.076
H 5.3950 2.5359 -2.1069 0.1 0.3 0.6 0.077
C 8.8057 -2.9839 7.0051 1.7 0.3 -0.5 -0.075
H -6.0051 3.6434 -1.8027 -0.5 0.2 -0.3 0.106
N -0.0297 2.5829 -6.8703 4.4 -2.3 0.5 0.162
C 7.3351 -3.2642 7.0620 0.2 0.7 -0.2 -0.466
H 5.3941 6.4778 0.2069 0.1 0.0 0.1 0.083
H -3.7839 1.3445 6.2326 0.2 0.4 -0.1 0.122
H -4.2242 -3.7012 -4.8816 0.1 -0.1 0.2 0.126
H 4.6475 3.2050 -3.4820 -0.1 0.6 -0.1 0.079
H -5.3806 -1.3946 -4.9658 0.3 -0.6 0.3 0.075
H 3.1941 6.0801 -1.8376 0.0 0.6 -0.3 0.062
N -3.4668 2.0971 6.8268 2.6 -4.2 -1.7 0.152
C -3.2664 -5.9185 -5.9571 0.1 -0.3 0.5 -0.100
H 6.9516 -3.8186 5.1345 0.1 0.5 -1.2 0.128
N 7.1692 -4.6657 7.4692 -1.0 0.9 0.2 0.038
C 6.5369 -3.0416 5.7766 0.2 -0.1 0.9 -0.227
H 9.2490 -2.6947 7.9580 -0.5 0.5 0.2 0.074
H -2.3352 -6.4631 -6.1135 0.3 0.7 -0.9 0.083
H -4.2780 4.6504 8.3287 -0.1 -0.1 -0.6 0.113
O -5.1255 3.4499 6.2780 -2.1 1.0 -2.2 0.075
C 4.5814 3.2021 -2.3940 -0.6 -1.4 -0.1 -0.085
O 6.5531 -1.6664 5.4140 -0.7 -0.1 -1.3 -0.178
N -1.6809 3.7657 -6.3013 -2.5 3.0 4.2 0.161
H -5.3777 -0.5303 -6.3726 0.1 0.0 -0.6 0.071
C -1.0831 3.2084 -7.2895 -1.4 -0.8 -1.8 -0.837
O 5.5435 6.7716 -1.8694 0.1 1.2 0.6 -0.196
H -0.3177 -6.2008 2.3847 0.2 -0.2 -0.4 0.110
H 1.8736 -4.7319 0.5090 0.4 -0.3 0.2 0.117
H -2.6128 4.1419 -6.4019 0.4 0.0 0.1 0.126
C 1.5000 -6.4401 1.5226 -1.9 0.3 2.0 -0.789
H 0.4488 1.9470 -7.4921 0.1 0.4 0.3 0.122
H 4.8302 -1.8865 4.0934 -0.2 -0.1 0.8 0.080
C 5.8230 -1.4419 4.1636 0.9 -0.9 0.1 -0.079
C -6.3217 -3.3244 1.9758 -0.2 -0.6 1.2 -0.827
C -4.1424 3.2090 6.8966 -1.5 -0.7 1.0 -0.807
O -3.3391 -4.6037 -6.5131 1.5 -1.9 -0.1 -0.171
H 3.2408 -5.7558 0.8854 -0.2 0.2 -0.4 0.120
H -4.3697 -2.6889 2.3347 -0.4 -0.1 -0.5 0.111
C 4.4537 4.5588 -1.7702 1.3 0.8 -0.7 -0.446
H -6.4618 -1.8881 -6.2498 0.1 -0.3 -0.2 0.076
N 2.2505 -5.5644 0.9392 4.7 1.7 -2.7 0.154
H 9.4434 -3.8419 6.7923 -0.5 -0.6 -0.4 0.075
H -2.6693 1.9078 7.4170 -0.4 0.0 -0.2 0.106
H -4.0083 -1.6081 -8.3409 0.1 -0.1 -0.8 0.074
H -4.0609 -6.5882 -6.2863 -0.3 0.2 -0.3 0.084
H -3.2972 -5.9410 -4.8678 -0.4 0.6 0.3 0.083
O 1.7651 -7.5016 2.0139 1.0 -1.8 0.1 0.050
H 4.4953 4.5827 -0.6812 0.4 -0.6 0.2 0.125
H -5.3009 3.6251 -0.0448 0.0 -0.1 0.9 0.113
O -8.1203 4.9643 0.0877 -0.2 0.3 0.6 0.020
H -5.4228 -2.5194 0.3743 -0.4 -0.1 -0.2 0.118
H 5.7193 -0.3929 3.8859 0.4 0.0 0.6 0.084
O -1.5626 3.1583 -8.3878 -0.4 -0.1 -2.7 0.040
H -6.1963 3.9042 1.4593 0.3 0.0 -0.3 0.124
H -0.3327 3.6791 4.3465 -0.2 0.0 0.1 0.019
H -5.3213 -4.3074 -6.1296 -0.3 -0.3 0.0 0.126
N -6.2828 -2.8799 0.7624 -0.6 1.6 -4.2 0.171
H 6.3791 -1.9740 3.3918 0.2 0.2 -0.3 0.079
N -5.1615 -3.2699 2.5708 4.7 0.0 2.8 0.149
H 7.0402 6.7583 -0.4867 0.2 -0.8 0.3 0.080
H 7.7601 -4.7971 8.2777 0.3 -0.2 0.1 0.066
```
Positions in Å, forces in eV/Å.



No. 2
A cluster of 10 separate species, C18H56O11 in total at a distorted geometry. Source: the Open Molecules 2025 dataset; level of theory: the ωB97M-V functional and the def2-TZVPD basis.

## Properties
* DFT total energy: -1546.9299 hartree
* HOMO: -0.3534 Ha
* energy relative to the best compared isomer or geometry (same formula, charge and spin): 0.0 kcal per mole
* Kohn-Sham gap: 10.0 eV

The geometry in XYZ format:
```
85
Properties=species:S:1:pos:R:3:forces:R:3:lowdin_charge:R:1
H 1.7128 -1.7152 1.1314 0.1 0.3 0.2 0.102
H -3.6350 -2.3825 1.1589 0.7 0.5 0.5 0.053
H 1.6399 4.1122 -0.7127 0.3 -0.3 0.0 0.061
C 4.3059 -2.7092 -0.3971 1.4 0.1 0.2 -0.079
O 2.9376 4.4460 0.8137 0.3 1.1 -0.8 -0.079
H -3.9506 2.0799 4.1835 0.5 0.1 -0.8 0.128
H 2.8012 -2.4617 5.8532 -0.4 -0.1 0.0 0.077
H -1.9309 -0.3904 -3.5806 -0.6 0.3 0.5 0.083
H 1.3928 3.4107 2.5216 -0.1 -0.1 0.9 0.077
H -1.8818 -0.9121 0.2925 0.2 0.2 -0.3 0.055
C -2.5804 2.2403 2.4005 0.2 0.0 -0.3 -0.080
C -1.0960 -0.6307 -4.1992 0.9 0.8 0.2 -0.332
H -2.8597 -3.0133 -2.8687 -0.3 -0.1 -0.1 0.083
O -1.5392 -1.6104 -5.1015 0.1 -0.5 -0.5 -0.071
H -1.6665 2.2405 3.0066 -0.1 0.2 -0.2 0.082
C -3.7397 1.6842 3.1543 -0.6 -1.1 1.1 -0.356
H -4.0206 -4.4908 -1.3673 -0.4 -0.2 0.5 0.112
H -5.1825 2.6326 2.3128 -0.1 -0.5 -0.2 0.092
H -0.2170 -0.1295 1.6254 0.0 -0.3 -0.4 0.128
H 4.2410 -1.1939 -1.8892 0.4 0.1 -0.3 0.107
H 0.6499 0.2931 0.1567 0.1 -0.1 0.0 0.098
C 2.5807 -3.3019 5.1828 0.5 -0.2 0.7 -0.099
H -1.7219 2.9191 -2.5276 -0.1 0.0 0.3 0.111
O -2.8929 -1.9584 1.6803 -0.8 -0.2 -0.4 -0.060
O 5.6856 -0.7190 -0.4135 0.5 -0.4 -0.1 -0.076
C 1.8822 2.4546 -1.7643 0.5 -0.3 -1.4 -0.348
H -1.7266 2.9201 -0.7654 0.5 -0.3 0.5 0.088
H 0.8966 -1.3318 -4.0936 0.0 -0.5 -0.1 0.071
H -0.7858 0.2657 -4.7383 -0.2 0.3 -0.1 0.112
O 1.1346 3.5403 -1.3079 -0.9 0.0 0.3 -0.078
H 2.2309 1.7459 -1.0175 -0.1 0.0 0.7 0.078
O -4.8982 -2.9473 -0.1618 -0.1 -0.9 -0.2 -0.097
H -0.8702 -1.6744 -5.7933 -0.2 -0.2 0.0 0.085
H -2.2547 0.8794 -1.1510 -0.5 0.0 -0.4 0.040
H 3.6019 2.4703 0.6959 -0.1 0.1 -0.4 0.097
H -3.5810 0.6178 3.2837 0.3 -0.3 0.4 0.087
H -5.1957 -3.4306 -2.1630 -0.2 -0.1 0.1 0.112
H 3.8593 3.3926 -1.9117 -0.4 0.4 0.2 0.061
H -0.2128 -2.0081 -2.8567 0.2 -0.3 0.2 0.062
H -3.5583 -1.6202 -2.1068 0.2 0.7 0.3 0.076
H 5.9476 0.0124 -0.9757 -0.1 0.0 -0.1 0.076
C 0.7464 -1.8123 0.6409 -1.0 0.6 -0.5 -0.225
H -2.3934 -2.7717 -1.2368 -0.2 0.7 0.0 0.074
H -2.4521 1.6160 1.5032 0.2 0.2 0.2 0.071
C -3.4879 3.7557 -1.5957 -0.5 -0.2 -0.6 -0.088
O -1.1839 -0.4449 -0.2145 -0.1 -0.7 0.7 -0.099
H 1.0554 2.6531 1.0646 0.0 -0.2 -0.8 0.050
H 1.5909 -3.6775 2.2520 0.1 -0.2 0.3 0.057
O -4.9174 1.6999 2.3879 -0.7 1.0 -0.3 -0.076
C 2.3253 -2.7978 3.8011 1.0 1.5 0.5 -0.395
C -0.0039 -0.4713 0.5875 0.6 0.5 0.3 -0.211
O -2.8826 1.4207 -1.6752 0.8 -0.1 0.7 -0.098
C 1.7938 2.6778 1.8430 0.9 0.7 0.0 -0.070
H 1.2521 1.8472 -2.4518 0.1 0.6 0.4 0.111
C -3.2420 -2.6292 -1.9183 0.3 -0.9 0.1 -0.079
H -2.8493 3.2347 2.0597 0.4 0.4 0.0 0.075
C 0.0909 -1.1146 -3.3884 0.6 0.0 0.0 -0.080
H 4.3075 -2.9077 0.6677 -0.7 0.4 0.4 0.068
H 3.9057 3.2631 2.1898 -0.6 0.0 0.2 0.121
C 3.0824 2.9547 -2.5478 0.6 0.3 -0.4 -0.086
H 0.9538 -2.1735 -0.3692 -0.1 0.1 -0.2 0.113
H -3.3184 -1.4021 2.3544 0.2 -0.3 -0.4 0.055
H 3.6588 2.1657 -3.0355 -0.4 -0.2 -0.3 0.067
H 5.2176 -3.2481 -0.6523 0.1 0.1 -0.6 0.078
C -4.4000 -3.4678 -1.4172 0.3 0.3 -0.7 -0.285
H -0.9245 -2.6137 1.4569 0.2 0.3 -0.2 0.060
H -5.6596 -3.5067 0.0834 0.5 0.5 0.0 0.105
H 3.5009 -3.1823 -0.9166 -0.7 -0.3 0.0 0.064
C 4.4372 -1.2604 -0.8214 -0.6 0.6 0.7 -0.325
H 0.5892 -0.4226 -2.6807 -0.9 0.0 -0.2 0.061
H 3.6937 -0.6016 -0.3487 -0.4 -0.4 0.0 0.093
H 1.7414 -3.9054 5.5402 0.0 0.2 0.1 0.080
H -4.1435 3.5712 -2.4599 0.1 0.0 0.2 0.073
O 0.0218 -2.7920 1.3418 -0.1 -0.8 0.5 -0.075
H -4.1237 3.6913 -0.7047 0.3 -0.3 0.0 0.062
H 1.9315 1.6932 2.2427 -0.2 -0.5 0.6 0.071
O 2.3003 -3.8396 2.8993 -1.3 -1.0 -1.2 -0.068
H 3.7835 4.8506 0.5764 -0.3 -0.1 0.1 0.106
H 1.4686 -2.1093 3.8823 -0.3 -0.5 -0.7 0.116
C -2.3414 2.7352 -1.6295 -0.8 0.9 -0.7 -0.321
H 3.1643 -2.1807 3.4617 0.1 0.5 0.4 0.106
H 2.7542 3.7135 -3.2878 0.3 -0.5 0.4 0.090
H -3.1674 4.7981 -1.6740 0.3 -0.2 0.0 0.069
H 3.4681 -3.9272 5.2142 0.1 -0.2 -0.1 0.072
C 3.1530 3.1921 1.3857 0.1 -1.1 0.4 -0.324
```
Positions in Å, forces in eV/Å.